No. 1
Formula: C23H19CeFNO6S5Sb
Source: the OMol25 dataset
Level of theory: ωB97M-V/def2-TZVPD

Gap between HOMO and LUMO in eV: 4.6
Charge: -2
E_tot in eV: -114299.318
Energy relative to the best compared isomer or geometry (same formula, charge and spin) in kcal/mol: 45.79

Positions of all 57 atoms, in Å:
Ce  -1.025  -1.838  -0.654
Sb  -0.685  -2.705  -4.168
S  1.283  -3.467  -0.646
S  -2.327  -3.353  -2.466
S  -1.729  -1.387  -5.720
S  0.772  -4.525  -4.624
S  0.495  -1.206  -2.724
F  4.630  2.150  0.212
O  0.639  -7.028  4.835
O  -0.548  -8.407  3.496
O  -1.648  -2.916  1.519
O  -2.575  -0.236  -1.030
O  0.153  -0.043  0.175
O  -3.727  1.623  -0.428
N  -0.434  4.062  -0.699
C  0.838  3.523  -0.736
C  -2.007  -1.744  1.564
C  -2.663  1.039  -0.629
C  1.736  -4.452  1.834
C  -1.433  3.130  -0.688
C  -2.506  -0.833  2.504
C  3.206  3.837  -0.555
C  0.827  -6.006  0.218
C  -0.665  5.496  -0.708
C  -0.067  1.200  -0.147
C  0.350  -7.376  3.712
C  1.773  5.785  -1.312
C  -2.111  5.929  -0.954
C  -1.343  1.758  -0.391
C  0.596  -6.960  1.167
C  1.962  4.378  -0.792
C  1.045  2.129  -0.335
C  1.257  -4.716  0.529
C  3.362  2.496  -0.171
C  2.319  1.572  -0.084
C  1.526  -5.365  2.866
C  0.294  6.014  -1.777
C  0.856  -6.606  2.509
H  0.193  -8.003  0.860
H  1.937  -5.300  3.864
H  -1.853  -0.656  3.350
H  -3.471  -1.212  2.959
H  -0.820  -8.480  2.561
H  -0.277  5.935  0.238
H  -2.402  3.545  -0.860
H  2.521  0.548  0.187
H  0.152  7.118  -1.920
H  -2.657  0.182  2.020
H  2.274  -3.478  1.958
H  2.002  6.508  -0.498
H  2.483  6.148  -2.099
H  0.678  -6.030  -0.856
H  -2.151  7.013  -1.036
H  -2.503  5.443  -1.907
H  4.055  4.522  -0.637
H  -2.753  5.677  -0.105
H  0.167  5.572  -2.779

---

No. 2
Formula: C23H19Cl2O4S2Zn
Source: the OMol25 dataset
Level of theory: ωB97M-V/def2-TZVPD

Gap between HOMO and LUMO in eV: 4.0
Charge: -1
E_tot in eV: -127482.736
Energy relative to the best compared isomer or geometry (same formula, charge and spin) in kcal/mol: 41.05

Positions of all 51 atoms, in Å:
Zn  -5.265  -6.182  -3.868
Cl  -5.417  -4.680  -5.344
Cl  -5.152  -7.707  -2.398
S  1.875  0.594  1.323
S  -1.030  0.719  0.229
O  -2.330  0.379  0.762
O  2.008  1.441  0.158
O  -0.685  0.358  -1.126
O  2.753  -0.526  1.526
C  -1.392  3.248  1.310
C  -0.302  -2.812  -2.250
C  -0.716  5.283  0.191
C  2.064  3.089  2.535
C  -0.008  -4.505  -4.055
C  -1.289  4.641  1.291
C  0.201  -0.067  1.300
C  0.106  -1.820  -3.145
C  2.695  2.056  5.055
C  2.292  3.959  3.607
C  0.419  -3.483  -4.913
C  -1.101  -4.146  -0.529
C  0.465  -2.155  -4.464
C  2.446  1.189  3.986
C  -0.392  -4.194  -2.742
C  -0.856  2.514  0.251
C  -0.885  -4.985  -1.664
C  -0.709  -2.815  -0.860
C  2.628  3.441  4.863
C  2.122  1.709  2.728
C  -0.307  3.145  -0.864
C  -0.235  4.540  -0.887
C  -0.095  -1.306  1.760
H  -0.845  -1.911  -0.284
H  0.200  5.027  -1.757
H  0.053  2.552  -1.701
H  -1.059  -6.049  -1.747
H  -1.524  -4.477  0.419
H  -0.042  -5.546  -4.387
H  -0.650  6.370  0.174
H  0.634  -1.764  2.420
H  -1.144  -1.588  1.855
H  2.955  1.647  6.033
H  2.510  0.110  4.118
H  2.852  4.120  5.689
H  -1.871  2.725  2.136
H  0.783  -1.363  -5.128
H  0.137  -0.800  -2.792
H  2.224  5.036  3.444
H  -1.668  5.213  2.136
H  1.836  3.489  1.548
H  0.714  -3.713  -5.939

---

No. 3
Formula: C23H19Cl7N4O7SiW
Source: the OMol25 dataset
Level of theory: ωB97M-V/def2-TZVPD

Gap between HOMO and LUMO in eV: 5.6
Charge: +2
E_tot in eV: -141793.393
Energy relative to the best compared isomer or geometry (same formula, charge and spin) in kcal/mol: 6.99

Positions of all 62 atoms, in Å:
W  -0.390  -0.662  0.344
Cl  -0.732  1.381  -2.854
Cl  -0.658  -6.191  3.882
Cl  2.082  -5.391  2.688
Cl  -3.205  -4.526  3.220
Cl  2.333  -2.915  0.903
Cl  -2.959  -2.036  1.410
Cl  0.156  2.412  -0.265
Si  -2.772  1.256  2.004
O  -0.374  -4.491  -6.476
O  1.128  -0.550  -0.735
O  -1.226  -1.421  -1.112
O  2.482  -0.585  -2.487
O  1.604  -3.662  -6.191
O  -3.310  -3.002  -1.380
O  -3.892  -3.318  -3.435
N  -3.091  -3.072  -2.573
N  0.449  -3.837  -5.883
N  -1.165  0.321  1.821
N  1.031  0.135  1.779
C  -0.820  -2.053  -2.257
C  0.346  2.515  -2.046
C  0.177  1.252  3.730
C  0.707  -4.429  2.381
C  0.896  -2.432  -3.907
C  -1.701  -2.831  -3.004
C  2.544  1.042  3.320
C  -1.549  -2.915  1.852
C  0.003  -3.206  -4.613
C  -2.295  2.994  2.450
C  0.010  0.608  2.533
C  0.810  -3.281  1.598
C  1.458  -0.966  -2.034
C  0.481  -1.846  -2.716
C  -1.678  -4.051  2.634
C  -0.532  -4.804  2.918
C  -1.294  -3.407  -4.193
C  2.312  0.418  2.095
C  1.498  1.431  4.137
C  -3.493  1.160  0.272
C  -0.313  -2.474  1.360
C  -3.766  0.473  3.358
C  3.457  0.179  1.167
H  3.860  1.152  0.877
H  -3.077  3.654  2.063
H  -4.510  0.764  0.247
H  -1.983  -4.002  -4.779
H  -3.150  -0.139  4.020
H  3.566  1.247  3.607
H  -2.254  3.148  3.529
H  -1.352  3.332  2.020
H  1.708  1.913  5.083
H  3.190  -0.356  0.269
H  -4.220  1.260  3.964
H  -3.510  2.147  -0.193
H  0.084  3.525  -2.336
H  -4.567  -0.160  2.977
H  -2.919  0.519  -0.406
H  1.901  -2.275  -4.276
H  1.376  2.270  -2.281
H  4.252  -0.352  1.690
H  -0.663  1.597  4.313